Record 1
The following is a quantum chemistry calculation of 2 unconnected molecules or ions with the total composition C4H7O3P in a non-equilibrium geometry, from the Open Molecules 2025 dataset.

```
15
Properties=species:S:1:pos:R:3:forces:R:3
C -1.21227 0.13752 0.25045 -0.35 -0.28 0.09
C -0.19908 1.23918 0.38745 0.22 0.38 0.10
C -0.04059 0.19440 -0.68783 0.03 -0.20 0.22
C 1.02907 -0.84134 -0.39590 -0.28 0.24 -0.26
O -2.54045 0.19717 -3.70647 0.17 0.04 0.55
O -0.45066 1.50394 -4.42328 0.13 0.03 0.51
O -0.40560 -1.05718 -4.36925 0.17 -0.01 0.54
P -1.07035 0.22130 -3.97237 -0.38 -0.03 -1.42
H -1.26389 -0.58361 1.08816 0.21 0.05 -0.13
H -2.20395 0.38402 -0.11733 -0.07 -0.04 -0.10
H -0.49268 2.25433 0.12214 0.05 0.03 -0.05
H 0.40493 1.22592 1.31391 0.02 -0.16 -0.16
H 1.17382 -1.06827 0.69038 -0.08 0.05 0.13
H 2.00054 -0.52005 -0.78546 0.08 -0.04 -0.02
H 0.77330 -1.78204 -0.89247 0.09 -0.07 -0.01
```
Positions in Å, forces in eV/Å.

Properties
Net charge = -2
Orbital gap = 5.650 eV
HOMO level = 1.4 eV



Record 2
The following is a quantum chemistry calculation of C4H6ClF in the gas phase in a non-equilibrium geometry, from the Open Molecules 2025 dataset.

```
12
Properties=species:S:1:pos:R:3:forces:R:3
C -0.16768 0.39841 1.47885 0.73 0.73 -0.95
C -0.84991 0.19775 0.08928 -0.97 0.37 -2.21
C -0.12296 -0.90573 -0.59945 5.12 -0.46 -1.88
C 0.98227 -0.39872 -1.37680 -2.40 -0.54 0.17
H 0.86478 0.95137 1.41294 -1.74 -1.53 -0.07
H -0.10059 -0.64642 1.99696 -0.17 2.28 -0.64
H -0.82594 1.15266 1.89590 -0.03 -0.33 1.25
H -0.92513 1.00128 -0.80096 0.66 -0.87 2.83
H -1.93810 0.00881 0.17818 0.57 -0.43 0.49
H -0.04058 -2.01368 -0.18703 -0.18 2.50 -1.03
F 2.06691 -0.97445 -1.94504 -1.15 -1.05 1.11
Cl 1.05693 1.22872 -2.14283 -0.44 -0.69 0.93
```
Positions in Å, forces in eV/Å.

Properties
Net charge = 0
Orbital gap = 10.066 eV
HOMO level = -9.2 eV
Structure (SMILES) = CC/C=C(/F)Cl



Record 3
The following is a quantum chemistry calculation of a molecular structure, C37H52BBrN10O2RuS3 in a non-equilibrium geometry, from the Open Molecules 2025 dataset.

```
107
Properties=species:S:1:pos:R:3:forces:R:3
Ru -0.07401 0.12364 -0.29409 -0.30 -0.19 -0.96
C 3.23667 4.28474 0.65766 0.00 0.00 -0.01
C 1.73964 4.57224 0.76433 0.01 -0.01 -0.02
C 1.02400 4.35543 -0.56488 -0.05 0.00 -0.02
C 1.54575 6.02748 1.18424 -0.01 -0.02 0.00
N 1.15535 3.67529 1.81539 0.07 -0.01 0.13
C 0.63007 4.12877 3.01128 -0.01 -0.02 0.03
C 0.38360 3.04748 3.77951 -0.02 0.03 -0.08
N 0.74803 1.92937 3.07093 -0.01 0.03 0.20
B 0.69082 0.50757 3.75405 0.10 -0.02 -0.14
N -0.70711 -0.14508 3.57373 -0.09 0.15 0.23
C -1.15640 -0.98018 4.56762 -0.05 0.05 0.08
C -2.41794 -1.34275 4.27861 0.08 -0.11 -0.05
N -2.74622 -0.75731 3.06849 -0.10 0.06 0.14
C -1.68398 -0.00905 2.66963 -0.05 -0.15 -0.21
S -1.67443 0.97262 1.23220 -0.03 0.09 0.01
C -4.14018 -0.77032 2.50396 -0.01 0.04 0.00
C -4.15221 -1.24548 1.05081 0.00 -0.01 -0.01
C -4.99297 -1.74606 3.31313 -0.01 0.04 0.00
C -4.72457 0.63532 2.64795 0.02 0.01 -0.03
N 1.87378 -0.33220 3.25656 0.16 0.08 0.19
C 3.14707 0.21576 3.29962 -0.08 -0.13 0.04
C 3.99427 -0.65696 2.73658 -0.08 0.08 -0.19
N 3.24910 -1.75177 2.31455 0.04 0.03 0.04
C 1.95318 -1.59041 2.73411 -0.08 0.04 0.21
S 0.72261 -2.74132 2.75021 0.86 0.14 0.84
C 3.88994 -2.93683 1.67594 -0.02 -0.05 0.05
C 2.92615 -3.70370 0.76893 0.18 0.10 -0.02
C 5.04157 -2.42862 0.79979 0.02 -0.01 0.08
C 4.41801 -3.84674 2.78264 -0.05 -0.05 -0.01
C 1.20400 2.32211 1.87915 -0.08 -0.23 -0.10
S 1.74925 1.23058 0.63115 -0.13 0.25 -0.26
H 3.68671 4.97887 -0.05255 -0.01 0.01 0.00
H 3.42792 3.27074 0.31309 0.00 0.00 0.00
H 3.72022 4.42492 1.62555 0.00 0.01 0.00
H 1.42431 5.05274 -1.30130 0.00 0.00 0.00
H -0.04483 4.55301 -0.45724 0.00 -0.03 0.00
H 1.17466 3.34464 -0.93479 0.01 -0.01 0.01
H 1.95367 6.65746 0.39534 0.01 0.00 0.00
H 2.07957 6.26447 2.10458 0.00 -0.01 0.01
H 0.49183 6.28302 1.29855 0.00 0.00 0.00
H 0.48397 5.16842 3.22506 0.02 0.01 0.00
H -0.00663 2.97569 4.77817 -0.02 0.00 0.01
H 0.80004 0.73445 4.93365 0.02 -0.01 -0.02
H -0.52476 -1.26325 5.38823 0.01 0.01 0.02
H -3.08152 -1.99083 4.81395 -0.02 0.00 0.02
H -3.99263 -2.32399 0.99154 0.06 0.01 0.00
H -3.40873 -0.73789 0.44467 -0.06 0.02 0.03
H -5.13386 -1.02551 0.62899 -0.03 -0.05 0.02
H -4.56280 -2.74831 3.32421 -0.01 -0.01 -0.01
H -5.96694 -1.81118 2.82956 0.00 0.00 0.00
H -5.15466 -1.40767 4.33636 0.01 0.00 0.01
H -4.21268 1.34849 2.00426 -0.01 -0.01 0.01
H -4.64738 0.97304 3.68270 -0.01 0.00 0.00
H -5.77922 0.61627 2.37211 -0.01 0.00 0.00
H 3.33941 1.18482 3.72506 0.00 0.01 0.01
H 5.05118 -0.57569 2.57564 0.02 0.00 0.00
H 2.37408 -3.03021 0.10904 0.11 0.00 0.11
H 2.20005 -4.27873 1.33049 0.04 0.02 0.01
H 3.52091 -4.38298 0.15599 -0.02 -0.01 -0.03
H 4.70172 -1.62590 0.14186 0.00 0.01 -0.03
H 5.40486 -3.24847 0.18248 0.01 -0.02 0.02
H 5.88832 -2.06620 1.38180 0.00 0.03 0.00
H 3.59194 -4.18534 3.40875 -0.01 0.00 0.00
H 5.14270 -3.32342 3.40887 0.00 0.01 -0.01
H 4.90505 -4.72104 2.34817 0.00 0.00 0.00
O 0.66193 -4.17655 -1.34105 -0.04 -0.03 -0.10
C 0.06680 -4.64474 -0.20726 -0.28 0.04 -0.02
C 0.25409 -5.98686 0.10158 -0.03 -0.03 0.03
C -0.34961 -6.52900 1.22144 0.07 -0.04 -0.04
C -1.14630 -5.74384 2.04763 -0.03 0.11 -0.01
C -1.32717 -4.40976 1.73645 -0.39 -0.34 -0.19
C -0.73475 -3.84787 0.61089 -0.15 -0.30 -0.46
C -0.95684 -2.39896 0.30484 -0.19 0.14 0.24
O 0.24006 -1.67206 0.20586 0.13 0.06 -0.30
N -1.68793 -2.23611 -0.95740 -0.20 0.01 0.06
N -1.59119 -0.99827 -1.46175 0.61 0.02 0.10
C -1.99617 -0.71421 -2.64072 -0.17 0.07 0.06
C -1.91250 0.63484 -3.17767 0.00 -0.05 0.07
Br -1.08894 1.93000 -2.03446 0.19 0.15 -0.03
C -2.39638 1.01819 -4.35450 0.05 -0.01 0.00
C -2.33247 2.39418 -4.89832 -0.01 0.01 0.02
C -1.16422 2.86357 -5.49111 0.00 0.00 0.00
C -1.10515 4.15863 -5.98280 0.00 0.00 -0.01
C -2.21051 4.99116 -5.88346 0.00 0.00 0.00
C -3.37845 4.52470 -5.29759 0.00 -0.01 0.00
C -3.44276 3.22864 -4.80840 0.00 -0.01 -0.04
H 0.71205 -3.20638 -1.35256 -0.04 0.00 -0.02
H 0.88260 -6.58344 -0.54605 0.01 -0.01 0.00
H -0.19076 -7.57317 1.45689 0.00 -0.01 0.00
H -1.60522 -6.16667 2.93034 0.00 0.00 0.01
H -1.91679 -3.77188 2.38605 0.00 -0.01 -0.02
H -1.57988 -1.96188 1.08945 0.10 -0.08 -0.01
H -1.76769 -3.01505 -1.59876 0.09 0.02 -0.04
H -2.44104 -1.47619 -3.27823 -0.08 0.02 0.03
H -2.88456 0.24853 -4.94773 -0.02 0.01 0.00
H -0.30392 2.21039 -5.57364 0.00 0.00 0.01
H -0.19648 4.51557 -6.44912 0.00 0.00 0.00
H -2.16377 6.00134 -6.26753 0.00 0.00 0.00
H -4.24421 5.16913 -5.22442 0.00 0.00 0.00
H -4.35565 2.86325 -4.35475 0.00 0.00 0.01
N 1.22224 -1.56308 -2.64311 -0.03 0.00 0.00
N 1.49039 -0.46063 -1.76973 0.00 0.08 0.31
H 2.07673 -1.85985 -3.10507 0.00 0.03 -0.04
H 0.57290 -1.25118 -3.35537 -0.04 -0.01 0.03
H 1.92886 0.31920 -2.25569 0.01 0.03 0.04
H 2.14810 -0.79823 -1.07045 0.08 -0.08 -0.07
```
Positions in Å, forces in eV/Å.

Properties
Net charge = +1
Orbital gap (alpha / beta) = 5.934 / 5.256 eV
Spin multiplicity = 2
HOMO level (alpha / beta) = -8.6 / -8.6 eV



Record 4
The following is a quantum chemistry calculation of a molecular structure, C33H96Cu2O35 in a non-equilibrium geometry, from the Open Molecules 2025 dataset.

```
166
Properties=species:S:1:pos:R:3:forces:R:3
Cu -0.47170 2.12880 -1.50525 0.57 0.02 -0.15
Cu -1.70575 -1.53699 1.62405 0.59 -0.17 -0.36
C 0.03899 -0.02057 -0.13307 2.12 -1.67 0.92
O -0.12116 -1.26579 -0.13728 -1.25 -2.85 0.00
O -0.58842 0.70491 0.61896 -3.98 2.82 2.83
O 1.02034 0.47619 -0.71170 2.39 1.74 -3.47
C 4.43133 -0.13570 -0.60266 -0.30 0.02 0.43
C 4.52771 1.02774 -1.50686 0.33 0.99 -1.23
O 3.47643 1.18029 -2.43426 -0.50 -0.23 -0.74
O 3.49818 0.18116 0.42348 1.03 -0.30 1.14
H 5.44828 -0.27171 -0.23467 -0.15 -0.14 0.79
H 4.11961 -1.08330 -1.04198 0.08 0.03 -0.55
H 5.45526 0.99834 -2.07860 0.05 -0.05 -0.17
H 4.52142 1.95921 -0.94080 0.49 -0.12 0.62
H 2.69346 0.74725 -2.08639 -0.36 -0.04 0.14
H 2.61801 0.15665 0.04098 -0.72 0.00 -0.22
C -5.22767 3.96587 4.37936 0.44 0.53 -0.25
C -4.78192 2.65243 3.70715 0.02 1.48 0.16
O -3.92691 1.95792 4.56977 -0.31 -0.43 0.73
O -5.71128 3.75678 5.68959 -0.39 -0.02 -0.24
H -5.94928 4.53946 3.79766 -0.76 -0.65 -0.15
H -4.45153 4.73093 4.39918 0.91 -0.34 0.28
H -4.17078 2.86521 2.83003 -0.66 0.20 -0.60
H -5.69809 2.10538 3.48474 0.10 -0.42 -0.23
H -3.12777 1.76943 4.07232 0.44 -0.39 0.06
H -5.35555 2.91732 5.99018 0.25 -0.12 0.13
C 2.07948 -4.19996 0.27495 1.63 -1.25 0.07
C 1.77945 -4.40548 -1.24852 0.66 0.01 2.31
O 0.44113 -4.12895 -1.24784 -2.71 0.43 -1.33
O 2.20951 -2.82779 0.57976 0.88 -0.29 -0.26
H 2.93000 -4.78878 0.61846 1.01 0.73 -0.26
H 1.37197 -4.62296 0.98812 -1.08 -0.17 -0.72
H 1.92265 -5.40322 -1.66337 0.28 -0.05 0.27
H 2.30902 -3.64387 -1.82089 0.47 -0.14 -0.11
H 0.40442 -3.21125 -0.96838 -0.80 0.51 -0.26
H 1.36798 -2.39771 0.41103 -0.54 0.54 -0.03
C 3.31205 -2.13810 3.84347 1.34 1.19 -0.79
C 4.73842 -1.45739 3.80537 -0.65 -1.79 1.97
O 5.32641 -1.50909 2.54800 -0.22 -0.03 -0.39
O 2.53734 -1.46133 2.88562 -1.32 0.22 0.47
H 2.76652 -2.08901 4.78586 0.39 0.31 0.24
H 3.44254 -3.19403 3.60664 0.01 -0.19 -0.23
H 5.31473 -2.12016 4.45089 0.50 0.17 0.12
H 4.78357 -0.46381 4.25133 -0.42 0.20 -0.11
H 4.74777 -0.99164 1.98319 -0.07 0.35 -0.55
H 2.81872 -1.70071 1.99955 -0.03 -0.32 -0.42
C 2.05078 5.95784 -2.22280 0.36 0.57 1.20
C 2.32955 4.55457 -1.80087 -0.33 -1.41 1.06
O 1.45207 4.04551 -0.74963 0.07 0.80 -0.45
O 0.97924 5.99704 -3.13283 -0.56 -0.12 -0.85
H 2.99459 6.39416 -2.54983 -0.04 -0.13 -1.01
H 1.78494 6.64758 -1.42174 -0.01 -0.52 0.74
H 3.35827 4.48004 -1.44835 0.07 0.14 0.01
H 2.20718 3.80602 -2.58369 0.34 0.48 -0.73
H 1.93823 3.31370 -0.36270 -0.06 -0.20 0.43
H 0.69101 6.90743 -3.23131 -0.05 0.07 -0.21
C -4.88795 0.46516 -0.71499 0.89 -0.58 -0.52
C -5.70435 -0.46490 -1.67335 -0.90 0.89 1.74
O -6.30615 -1.50048 -0.85623 0.53 0.39 -0.49
O -5.70939 1.15433 0.26724 0.35 -0.83 -0.93
H -4.22906 1.13815 -1.26367 -0.38 0.44 -0.20
H -4.15124 -0.12002 -0.16461 -0.29 -0.31 0.26
H -5.25894 -0.89826 -2.56884 0.48 0.16 0.43
H -6.55511 0.15900 -1.94733 0.00 0.19 -0.79
H -6.76789 -0.91601 -0.25060 -0.46 -0.46 0.65
H -5.92688 2.01824 -0.09045 -0.07 0.05 -0.02
C 1.90940 2.17392 -6.53428 0.78 2.72 0.01
C 1.13934 3.30004 -5.75060 -1.45 -2.36 -0.42
O 1.84007 4.43004 -5.38017 1.09 0.25 -0.27
O 1.01528 1.31441 -7.18342 -0.74 -0.50 0.55
H 2.63779 1.77009 -5.83110 -0.12 -0.72 -0.09
H 2.46175 2.68533 -7.32261 0.46 0.15 0.02
H 0.74413 2.78210 -4.87673 -0.14 -0.06 0.42
H 0.24860 3.54918 -6.32733 -0.08 0.12 -0.41
H 1.41049 4.77968 -4.59606 0.08 0.33 0.05
H 1.38364 0.43343 -7.28227 0.18 0.07 0.06
C 4.60443 2.82061 2.95309 0.32 -0.54 3.10
C 4.50893 4.13318 3.75787 0.05 0.25 -2.12
O 5.10222 5.15292 2.92998 0.32 0.01 1.00
O 4.26930 2.99286 1.63957 -0.37 0.31 -1.20
H 3.96492 2.14652 3.52293 -0.55 -0.41 -0.39
H 5.57492 2.33195 3.03950 0.52 0.38 -0.01
H 4.94559 4.08392 4.75536 0.27 -0.01 -0.18
H 3.45482 4.39865 3.83829 -0.22 -0.10 0.27
H 5.17612 4.73824 2.06733 -0.05 0.21 -0.29
H 3.62042 2.32093 1.41806 -0.30 -0.21 -0.26
C -0.83764 -1.35488 5.28125 -1.51 2.65 1.20
C -0.75866 -2.67131 4.61249 0.85 -0.90 -1.66
O -0.28299 -2.47949 3.24550 -2.11 -0.17 -0.76
O -2.09335 -0.57780 5.12046 0.72 -1.80 -0.04
H -0.12760 -0.64071 4.86423 0.80 -0.49 0.21
H -0.81389 -1.34957 6.37098 0.70 -0.52 -0.04
H -1.71502 -3.19336 4.58186 -0.27 0.34 -0.34
H -0.08202 -3.45766 4.94701 0.23 0.51 1.16
H 0.63091 -2.19067 3.19093 0.74 0.38 0.22
H -2.35887 -0.71153 4.20766 -0.48 0.38 -0.36
C 0.92410 -0.69092 -4.19551 -0.39 0.82 2.10
C -0.54932 -0.39013 -4.43837 0.61 -0.40 -1.36
O -1.11991 0.55046 -3.56597 0.18 0.30 1.00
O 1.16715 -1.46916 -2.97867 0.03 -0.63 -1.90
H 1.36205 0.29526 -4.04139 0.34 0.22 -0.07
H 1.42051 -1.10330 -5.07392 -0.12 -0.61 0.28
H -1.16362 -1.29054 -4.43914 0.07 -0.18 -0.05
H -0.58199 0.07350 -5.42431 -0.13 -0.10 -0.22
H -1.46954 -0.00137 -2.86252 -0.61 -0.05 0.40
H 1.08762 -0.94776 -2.17654 -0.09 0.73 0.17
C -3.47777 -3.42150 -0.42997 1.11 0.85 -1.06
C -2.79205 -2.88683 -1.75297 -1.00 -0.14 -0.19
O -2.31198 -1.53199 -1.76133 -1.47 -0.39 -0.18
O -2.50781 -3.52232 0.60239 0.03 0.13 0.68
H -3.95994 -4.38489 -0.59578 0.18 -0.18 -0.29
H -4.26922 -2.77657 -0.04817 0.16 0.35 -0.43
H -3.56334 -3.02632 -2.51044 -0.44 0.80 -0.14
H -2.03046 -3.50868 -2.22349 0.48 -0.42 0.94
H -1.45035 -1.47687 -1.34163 0.59 -0.48 0.68
H -2.03478 -4.34337 0.44840 0.45 -0.12 0.22
C -2.12643 4.48978 -2.06674 -1.54 -0.10 -0.61
C -2.27704 4.28688 -0.58003 0.73 -0.50 1.47
O -2.40014 2.89547 -0.23553 -0.26 -0.23 -1.27
O -0.96493 3.95411 -2.67457 0.06 -0.16 0.71
H -2.30060 5.54710 -2.26635 0.61 0.29 -0.05
H -2.90623 4.02345 -2.66886 -0.61 -0.26 0.64
H -3.10179 4.82133 -0.10860 -0.55 0.06 -0.70
H -1.43625 4.69528 -0.01933 0.55 0.06 -0.38
H -1.84119 2.57270 0.47510 0.24 0.29 0.29
H -0.38965 4.70389 -2.84337 0.93 0.12 0.02
C -5.64450 -2.39321 3.81749 2.53 -1.71 1.00
C -4.67147 -2.16597 2.60541 -2.08 2.05 0.19
O -3.96023 -0.89406 2.70443 0.95 -1.61 0.37
O -5.98889 -1.30846 4.60882 -0.97 1.56 -0.37
H -5.00230 -2.92422 4.52013 0.10 -1.03 -0.28
H -6.46625 -3.07158 3.58804 -0.23 0.29 -0.43
H -5.27361 -1.93980 1.72542 -0.05 -1.16 -0.41
H -4.02579 -3.04209 2.54529 0.18 0.44 -0.37
H -4.66204 -0.27340 2.91381 0.12 0.62 0.22
H -5.73875 -1.53806 5.50677 -0.04 0.43 -0.11
C -0.79335 2.72648 3.32469 0.79 0.32 -0.60
C 0.80219 2.61299 3.21567 -1.94 -1.06 1.38
O 1.39314 2.34849 1.99123 0.17 0.80 -0.85
O -1.54607 1.50119 3.05702 1.11 1.27 1.02
H -1.26292 3.47231 2.68333 0.50 0.39 -0.49
H -0.98101 3.14612 4.31302 -0.20 -0.76 0.33
H 1.00542 1.74785 3.84681 0.04 -0.21 0.49
H 1.27310 3.45069 3.73005 -0.11 0.32 -0.45
H 0.81875 1.75077 1.50708 -0.23 -0.48 -0.44
H -1.23590 1.27324 2.17758 -0.15 -0.76 -0.62
C -1.59988 -6.51079 -1.58093 1.69 0.25 0.52
C -0.91095 -6.96963 -0.26095 -1.04 0.28 -1.81
O -1.91040 -7.13277 0.75084 1.11 0.42 -0.16
O -2.52866 -7.44486 -1.97367 -1.45 -0.63 -0.39
H -0.81636 -6.45594 -2.33670 0.50 0.13 -0.04
H -2.03828 -5.51397 -1.62841 -0.25 -0.17 0.62
H -0.04434 -6.34463 -0.04543 -0.30 0.35 0.52
H -0.50612 -7.93234 -0.57307 0.16 -0.47 0.34
H -1.41474 -7.48485 1.49378 -0.32 -0.08 0.41
H -2.13831 -8.31859 -1.89739 -0.06 -0.11 -0.02
C 4.26346 -1.69197 -4.25177 2.55 -0.82 1.36
C 5.76185 -1.48636 -4.77186 -1.53 -0.86 -0.26
O 6.52528 -0.65341 -3.95144 -0.21 1.00 0.48
O 3.67088 -2.83219 -4.81750 0.11 -0.04 -2.15
H 3.80938 -0.70148 -4.28064 -0.75 -0.35 -0.02
H 4.48414 -2.05459 -3.24782 -0.34 0.99 0.85
H 5.69497 -1.00711 -5.74857 0.45 -0.30 -0.12
H 6.28376 -2.44300 -4.74827 -0.40 -0.36 -0.83
H 6.54107 -1.04427 -3.07475 0.08 -0.01 0.16
H 2.87108 -3.19485 -4.42968 0.00 0.79 0.62
```
Positions in Å, forces in eV/Å.

Properties
Net charge = 0
Orbital gap = 8.981 eV
HOMO level = -9.0 eV



Looking at relative energy (zero: lowest compared OMol25 entry of this formula, charge and spin) for the records above, in order, we have 44.2 48.9 15.5 22.6 kcal/mol.